Entry from OMol25: 2 unconnected molecules or ions with the total composition C25H41BrN2O7PS in a non-equilibrium geometry (ωB97M-V/def2-TZVPD).

Results
Kohn-Sham gap ... 7.1 eV
M ... 624.56 u
Net charge ... +1

Atoms and positions in Å:
C -3.29410 0.73953 0.85530
C -2.16935 0.91158 0.39544
C -0.83073 0.92213 -0.39783
C -1.14713 0.99329 -1.96618
O -2.31888 1.80277 -2.13895
C 0.12031 1.51624 -2.80916
C 0.26437 3.09926 -2.83340
C 1.41797 3.68051 -1.87702
C 2.76998 4.02971 -2.69083
C 4.02385 3.73635 -1.74842
N -0.11107 0.98778 -4.19329
C 1.09377 1.10289 -5.05690
C 1.79245 -0.32040 -5.37720
C 3.25795 -0.34198 -4.76386
O 1.39175 0.97258 -2.35519
S 1.25070 -0.47706 -1.58068
O 2.58365 -0.99327 -1.22263
O 0.67983 -1.46574 -2.53278
C 0.08935 -0.36953 -0.15604
C 0.75545 -0.39971 1.29167
C 2.04348 0.48573 1.50288
O 3.12064 -0.10686 1.58402
C 2.08399 2.03242 1.68222
C 3.44529 2.70797 1.59703
C 3.62483 4.19011 1.78399
C 2.40861 5.06078 2.05071
C 1.04574 4.42707 2.14216
C 0.92322 2.92758 1.97053
P -0.99700 -1.97148 -0.26576
O -1.92615 -2.11444 1.15037
Br 0.45121 -3.74285 -0.12553
H -4.24312 0.83291 1.43447
H -0.25995 1.86197 -0.13510
H -1.43523 -0.04793 -2.33960
H -2.87065 1.46165 -2.87109
H 0.51767 3.48951 -3.87600
H -0.68444 3.65402 -2.54129
H 1.60560 3.06757 -0.94917
H 1.04083 4.69437 -1.50489
H 2.83571 3.46525 -3.67476
H 2.72809 5.13300 -2.97822
H 4.92069 3.51285 -2.41257
H 4.25956 4.58308 -1.03212
H 3.77587 2.77622 -1.18476
H -0.93093 1.43380 -4.61315
H 0.71631 1.46526 -6.07484
H 1.85541 1.86769 -4.72630
H 1.92055 -0.38704 -6.51134
H 1.14716 -1.19621 -5.08666
H 3.28107 -0.25336 -3.64124
H 3.85534 0.54408 -5.17033
H 3.77293 -1.27596 -5.14467
H 0.98243 -1.45818 1.63306
H -0.03731 -0.01050 2.02293
H 4.37080 2.08577 1.39583
H 4.66763 4.61632 1.73450
H 2.47323 6.17251 2.20168
H 0.15000 5.09348 2.33086
H -0.11470 2.49160 2.04310
H -1.74587 -1.40007 1.79695
C -2.30651 -6.02409 4.25667
C -3.65458 -5.94236 4.95874
C -4.80149 -5.55862 4.01947
O -4.74459 -4.16379 3.74379
C -4.18450 -3.83795 2.46489
N -3.57105 -4.87247 6.00758
H -1.95167 -5.04495 3.92714
H -1.54560 -6.42957 4.93095
H -2.36430 -6.67884 3.38669
H -3.86621 -6.88476 5.46797
H -5.75019 -5.72650 4.54149
H -4.81941 -6.17135 3.11609
H -4.36670 -4.61531 1.72033
H -3.11305 -3.66596 2.56958
H -4.64327 -2.91134 2.11972
H -2.70077 -4.88904 6.54354
H -4.36124 -4.91835 6.65761
H -3.65352 -3.96137 5.52784

Mulliken population analysis, charges in e, atoms 1 to 5:
1 C 0.3841
2 C -1.9689
3 C 1.5121
4 C -1.5367
5 O -0.5523